Entry 1:
DFT (ωB97M-V/def2-TZVPD) results for an isolated molecule of C5H9NOS in a non-equilibrium geometry.

Summary:
Charge: 0
E: -19699.67786 eV
Molar mass: 131.20 g/mol
Lowest unoccupied orbital energy: 0.0 eV
SMILES: OCC[C@H]1NCC1=S
Max |F|: 5.7 eV Å⁻¹
Gap between HOMO and LUMO: 8.4 eV

Each line ends with the natural charge from an NBO analysis.
Element x y z (Å)
O -1.6000 1.0622 -0.9927  -0.70
C -1.3750 -0.3828 -1.1008  -0.09
C -0.9325 -1.0205 0.2039  -0.43
C 0.4935 -0.5684 0.7414  -0.15
N 1.4468 -0.3485 -0.3996  -0.66
C 1.8338 1.0354 0.0792  -0.28
C 0.6494 0.8512 1.0945  -0.05
S 0.1521 2.1235 1.9130  0.08
H -2.3824 1.0316 -0.1763  0.45
H -2.2773 -0.9818 -1.4549  0.17
H -0.5096 -0.4748 -1.8205  0.21
H -1.0141 -2.0931 0.1860  0.22
H -1.7081 -0.8523 1.0115  0.21
H 0.6896 -1.1057 1.5892  0.21
H 2.0617 -1.3707 -0.7006  0.38
H 2.8021 1.2604 0.5509  0.21
H 1.6699 1.8345 -0.7241  0.21

Forces on the atoms, in the same order (eV/Å):
-3.696 -2.135 3.757
0.746 -0.126 -0.908
-0.334 0.926 1.829
-2.427 1.154 -3.679
1.652 -4.512 -0.024
-0.845 -0.453 -0.718
2.083 3.005 -1.506
-0.929 -0.381 0.900
3.335 0.800 -3.459
0.919 1.070 0.102
-1.173 -0.001 0.525
0.501 -0.693 -0.625
0.727 0.478 -0.568
1.239 -2.064 1.957
-1.659 4.642 1.343
-0.181 -0.557 0.015
0.041 -1.153 1.058

Entry 2:
DFT (ωB97M-V/def2-TZVPD) results for an isolated molecule of C5H9NOS in a non-equilibrium geometry.

Summary:
Charge: 0
E: -19697.40953 eV
Molar mass: 131.20 g/mol
Lowest unoccupied orbital energy (spin up / spin down): -0.3 / -0.3 eV
Max |F|: 4.8 eV Å⁻¹
Gap between HOMO and LUMO (spin up / spin down): 7.9 / 7.9 eV

Each line ends with the natural charge from an NBO analysis.
Element x y z (Å)
C 1.3660 1.1130 -0.4552  -0.07
C 1.6428 2.3146 -0.8100  -0.47
C -0.4051 -0.8944 -1.0148  -0.23
C 0.9817 -1.6475 -0.6627  -0.60
C -0.9535 0.2992 1.0402  -0.47
N -0.7116 0.2340 -0.3422  -0.39
O 2.3663 -0.3618 1.4014  -0.96
S 2.2934 -0.4208 -0.0711  1.24
H 2.7135 2.7169 -0.8607  0.23
H 0.9696 3.0965 -1.0687  0.24
H -0.3647 -0.7931 -2.1553  0.19
H -1.0807 -1.7173 -0.7877  0.21
H 0.7558 -2.4032 0.0416  0.23
H 1.2847 -2.1374 -1.4910  0.22
H -1.3291 -0.6662 1.5655  0.19
H -0.0109 0.5215 1.7161  0.23
H -1.5942 1.1783 1.3845  0.20

Forces on the atoms, in the same order (eV/Å):
-2.928 -3.787 -0.290
2.611 1.797 -0.324
1.921 -2.704 -1.850
-1.535 3.425 1.994
0.895 0.029 4.576
2.213 4.034 -0.616
0.093 -0.663 0.360
-0.871 0.727 -0.401
-1.274 -1.004 0.100
-0.968 0.157 0.052
-0.396 0.388 1.534
-0.673 0.011 0.019
0.411 -0.444 1.490
1.474 -1.289 -2.904
0.190 1.249 -1.236
-1.431 -0.695 -1.491
0.267 -1.231 -1.012

Entry 3:
DFT (ωB97M-V/def2-TZVPD) results for an isolated molecule of C5H9NOS in a non-equilibrium geometry.

Summary:
Charge: 0
E: -19702.70747 eV
Molar mass: 131.20 g/mol
Lowest unoccupied orbital energy: 0.7 eV
SMILES: C=C[C@H](O)C(=S)NC
Max |F|: 2.2 eV Å⁻¹
Gap between HOMO and LUMO: 9.4 eV

Each line ends with the natural charge from an NBO analysis.
Element x y z (Å)
C -2.0960 1.3571 0.5711  -0.38
C -1.7899 0.8830 -0.6419  -0.20
C -0.7688 -0.2250 -1.0282  -0.01
O -1.3754 -1.4893 -0.8561  -0.71
C 0.4776 -0.1426 -0.1477  0.12
S 0.4645 -0.8414 1.3307  -0.20
N 1.4616 0.5647 -0.6349  -0.55
C 2.7597 0.7431 -0.0182  -0.42
H -2.9509 2.0034 0.5870  0.21
H -1.5096 1.0617 1.4436  0.22
H -2.4468 1.1624 -1.4349  0.20
H -0.5655 -0.1806 -2.0906  0.19
H -1.3948 -1.6787 0.0910  0.49
H 1.4176 1.0828 -1.4913  0.40
H 2.6601 1.0911 1.0041  0.22
H 3.2710 -0.2640 0.0321  0.21
H 3.3627 1.4520 -0.5504  0.21

Forces on the atoms, in the same order (eV/Å):
0.996 -0.793 -1.042
0.368 -0.563 0.608
-1.002 0.098 1.282
-0.224 -0.013 -0.629
-1.098 0.029 -0.455
0.353 -0.406 0.598
1.812 1.187 -0.512
0.257 -1.769 1.036
-0.176 0.313 0.609
-0.419 0.351 -0.068
-0.257 0.156 -0.679
0.403 0.267 -0.179
0.109 0.071 0.232
-0.812 -0.277 -0.429
-0.099 0.024 0.210
-0.336 1.104 -0.049
0.124 0.224 -0.533

Entry 4:
DFT (ωB97M-V/def2-TZVPD) results for a structure of composition C5H9NOS in a non-equilibrium geometry.

Summary:
Charge: 0
E: -19699.43137 eV
Molar mass: 131.20 g/mol
Lowest unoccupied orbital energy: -0.2 eV
Max |F|: 6.2 eV Å⁻¹
Gap between HOMO and LUMO: 8.4 eV

Each line ends with the natural charge from an NBO analysis.
Element x y z (Å)
C -0.5699 -1.0863 1.4851  -0.60
C 0.6180 -0.4173 1.6973  -0.56
C 0.5745 0.8139 -0.6370  -0.45
C -0.4872 0.2686 -1.5051  0.13
C 0.6610 2.1963 -0.5254  0.36
H -0.7415 -1.5860 2.5658  0.24
H -1.3911 -0.2884 1.1904  0.23
H -0.3821 -1.8987 0.4123  0.17
H 0.4435 0.5867 1.9478  0.22
H 1.3059 -0.7761 2.4652  0.22
H -0.9584 1.0259 -2.2203  0.23
H -1.4639 -1.2386 -2.5031  0.38
H -0.2103 -1.7903 -1.3378  0.39
H 1.6467 2.6229 -0.1376  0.13
N -0.3913 -0.9777 -2.1492  -0.77
O -0.2813 2.7969 -0.9470  -0.56
S 1.6273 -0.2519 0.1986  0.23

Forces on the atoms, in the same order (eV/Å):
-4.805 -3.623 -1.321
5.342 2.018 -0.020
-3.239 -4.563 -2.331
4.279 2.323 -1.322
0.898 0.699 0.123
-0.748 0.471 -2.889
1.233 -2.194 0.596
-1.046 1.953 3.949
-0.263 1.550 0.758
-0.137 -0.445 -0.111
0.131 -0.967 1.658
3.689 0.826 0.872
-0.110 2.635 -2.964
-1.015 -0.052 -0.218
-4.314 -3.165 3.218
-0.990 3.148 -0.143
1.097 -0.614 0.144

Entry 5:
DFT (ωB97M-V/def2-TZVPD) results for a structure of composition C5H9NS in a non-equilibrium geometry.

Summary:
Charge: 0
E: -17652.67823 eV
Molar mass: 115.20 g/mol
Lowest unoccupied orbital energy: 0.7 eV
Max |F|: 4.7 eV Å⁻¹
Gap between HOMO and LUMO: 9.0 eV

Each line ends with the natural charge from an NBO analysis.
Element x y z (Å)
C -0.9307 0.5201 -1.1766  -0.40
C -1.2161 -0.1982 -0.1122  0.09
C -1.7772 -1.5143 0.0861  -0.64
C 2.1243 -0.1978 -0.1181  -0.40
C 2.3336 1.0223 0.3905  -0.39
N -1.3757 0.7750 0.8856  -0.71
S -0.7366 2.0163 -0.1410  0.36
H -0.7758 0.5267 -2.3406  0.25
H -1.2356 -2.1166 -0.6853  0.23
H -2.8420 -1.5952 0.0993  0.23
H -1.3844 -1.8448 1.0971  0.22
H 1.9184 -1.1100 0.4220  0.19
H 1.9000 -0.2179 -1.1516  0.19
H -0.8281 0.7786 1.7921  0.39
H 2.3832 1.7543 -0.4445  0.19
H 2.4426 1.4016 1.3972  0.20

Forces on the atoms, in the same order (eV/Å):
1.820 2.954 -3.150
-1.767 0.017 0.855
2.717 -2.017 0.815
-0.479 0.730 1.523
0.079 -0.016 -1.983
1.183 1.077 2.087
-0.513 -0.318 -1.342
-0.564 -0.566 2.783
-1.068 -0.228 0.601
-0.637 0.047 -0.318
-0.582 -0.084 -1.020
0.285 -0.060 0.309
0.169 -0.343 -0.979
-0.790 -0.751 -1.408
0.081 0.018 1.144
0.065 -0.459 0.084

Entry 6:
DFT (ωB97M-V/def2-TZVPD) results for an isolated molecule of C5H9NS in a non-equilibrium geometry.

Summary:
Charge: 0
E: -17652.35952 eV
Molar mass: 115.20 g/mol
Lowest unoccupied orbital energy: -0.1 eV
SMILES: C[C@@H]1C(=S)CN1C
Max |F|: 4.3 eV Å⁻¹
Gap between HOMO and LUMO: 8.4 eV

Each line ends with the natural charge from an NBO analysis.
Element x y z (Å)
C -0.7391 1.8025 0.3130  -0.62
C -0.2337 0.5750 -0.5091  -0.18
C -1.3441 -0.4957 -0.2117  -0.03
S -2.9715 -0.5858 -0.1966  0.06
C -0.2693 -1.3393 0.6360  -0.31
N 0.6697 -0.2963 0.3745  -0.43
C 1.9239 -0.6235 -0.3858  -0.43
H -1.0080 1.3096 1.4164  0.23
H -1.4875 2.3982 -0.2153  0.23
H -0.0529 2.7430 0.6025  0.23
H -0.3272 0.6260 -1.5863  0.24
H -0.1005 -2.3369 0.0897  0.20
H -0.6415 -1.5292 1.6910  0.22
H 2.3949 0.3364 -0.5111  0.21
H 1.6944 -0.9909 -1.3699  0.17
H 2.4926 -1.5933 -0.1373  0.22

Forces on the atoms, in the same order (eV/Å):
1.434 1.110 2.729
-2.805 -1.021 3.060
-0.335 -0.937 2.319
1.385 0.150 -0.591
-2.842 -1.074 -1.801
2.557 1.137 -1.920
-0.916 -1.704 0.316
0.132 1.749 -3.013
-0.780 -0.900 0.290
-0.385 -2.574 -0.820
1.677 0.381 -0.526
0.040 1.195 0.857
0.836 0.294 -1.116
1.102 -0.174 0.236
-0.771 0.297 -1.147
-0.329 2.070 1.127

Question: Among the records above, which one has the lowest max |F|?
Answer: number 3